Entry 1:
Density functional theory data (ωB97M-V with the def2-TZVPD basis set) for a cluster of 2 separate species, C3H13N2 in total.

Output
DFT total energy = -6295.551 eV
LUMO level = -3.298 eV
frontier orbital gap = 11.4 eV
M = 77.15 g/mol

Structure (ORCA input):
```
! wB97M-V def2-TZVPD RIJCOSX def2/J DEFGRID3
* xyz 1 1
C -1.479 1.398 -1.899
N -1.359 0.482 -0.759
H -1.770 0.897 -2.820
H -2.253 2.152 -1.753
H -0.550 1.970 -1.986
H -0.409 -0.041 -0.635
H -2.132 -0.129 -0.495
H -1.281 1.063 0.085
C 0.712 -1.450 1.830
C 1.283 -0.210 1.155
N 1.198 -0.489 -0.328
H 1.277 -2.345 1.591
H 0.773 -1.282 2.902
H -0.311 -1.592 1.458
H 0.680 0.692 1.338
H 2.258 0.051 1.579
H 1.698 0.218 -0.859
H 1.663 -1.385 -0.402
*
```

***

Entry 2:
Density functional theory data (ωB97M-V with the def2-TZVPD basis set) for a structure of composition C44H47IrN4S3Si.

Output
DFT total energy = -95573.207 eV
LUMO level (spin up / spin down) = 3.981 / 3.977 eV
frontier orbital gap (spin up / spin down) = 4.7 / 6.0 eV
<S²> = 6.04
M = 948.39 g/mol

Structure (ORCA input):
```
! wB97M-V def2-TZVPD RIJCOSX def2/J DEFGRID3
* xyz -2 5
Ir 0.309 0.340 -0.249
C -2.792 -2.179 -5.882
Si -1.088 -2.510 -5.152
C 0.143 -1.302 -5.865
C -0.547 -4.235 -5.688
C -1.240 -2.536 -3.281
C -1.782 -3.676 -2.700
C -1.881 -3.822 -1.319
C -1.382 -2.795 -0.538
N -0.870 -1.689 -1.055
C -0.827 -1.514 -2.392
S -0.228 0.043 -2.812
H -2.775 -2.244 -6.973
H -3.133 -1.180 -5.605
H -3.527 -2.896 -5.508
H 0.246 -1.517 -6.935
H 1.119 -1.394 -5.387
H -0.178 -0.271 -5.736
H -0.498 -4.299 -6.778
H -1.222 -5.018 -5.337
H 0.448 -4.451 -5.292
H -2.133 -4.487 -3.333
H -2.307 -4.706 -0.865
H -1.393 -2.838 0.544
S 3.947 0.501 0.427
C 2.989 2.078 0.493
S 2.795 2.574 2.220
C 3.929 3.221 0.168
C 3.626 4.299 -0.681
N 3.446 5.189 -1.402
C 5.276 3.199 0.600
N 6.387 3.227 0.924
C 4.252 -1.674 -2.762
C 3.955 -0.711 -3.809
C 3.345 0.452 -3.488
C 2.968 0.771 -2.145
C 3.201 -0.231 -1.057
C 3.920 -1.462 -1.483
C 2.168 1.824 -1.819
C 1.728 2.071 -0.447
C 0.793 3.254 -0.280
C -0.006 3.375 0.863
C -0.928 4.397 1.008
C -1.097 5.340 0.005
C -0.322 5.241 -1.139
C 0.607 4.220 -1.274
H 4.755 -2.597 -3.030
H 4.227 -0.935 -4.832
H 3.108 1.182 -4.255
H 2.164 -0.514 -0.686
H 4.157 -2.196 -0.721
H 1.788 2.440 -2.626
H 0.072 2.623 1.632
H -1.542 4.426 1.901
H -1.827 6.135 0.113
H -0.423 5.969 -1.936
H 1.228 4.212 -2.158
C -4.032 2.484 -0.914
C -3.646 1.789 0.364
C -4.473 1.822 1.487
C -4.049 1.209 2.656
C -4.919 1.227 3.889
C -2.815 0.572 2.717
C -1.938 0.526 1.610
C -2.430 1.147 0.436
N -0.687 -0.048 1.541
C -0.069 -0.715 2.696
C -0.837 -1.955 3.206
C -0.092 -2.611 4.378
C 1.271 -3.109 3.894
C 2.071 -1.917 3.368
C 2.298 -0.916 4.501
C 0.942 -0.416 5.001
C 0.106 -1.596 5.507
C 0.203 0.273 3.852
C 1.300 -1.233 2.238
H -5.058 2.855 -0.868
H -3.943 1.814 -1.770
H -3.367 3.332 -1.097
H -5.433 2.327 1.445
H -5.859 1.747 3.699
H -4.417 1.732 4.719
H -5.156 0.214 4.223
H -2.540 0.136 3.661
H -1.826 1.153 -0.476
H -0.907 -2.679 2.389
H -1.857 -1.726 3.505
H -0.686 -3.457 4.746
H 1.134 -3.852 3.101
H 1.810 -3.599 4.715
H 3.037 -2.250 2.975
H 2.891 -0.075 4.135
H 2.853 -1.394 5.319
H 1.092 0.304 5.812
H -0.867 -1.239 5.863
H 0.607 -2.079 6.355
H 0.810 1.087 3.448
H -0.723 0.713 4.224
H 1.159 -1.928 1.400
H 1.894 -0.395 1.863
*
```

***

Entry 3:
Density functional theory data (ωB97M-V with the def2-TZVPD basis set) for a structure of composition C18H53CoN8O7.

Output
DFT total energy = -83400.584 eV
LUMO level (spin up / spin down) = -0.128 / -0.185 eV
frontier orbital gap (spin up / spin down) = 4.5 / 8.3 eV
<S²> = 6.01
M = 552.60 g/mol

Structure (ORCA input):
```
! wB97M-V def2-TZVPD RIJCOSX def2/J DEFGRID3
* xyz 0 5
Co -0.838 1.755 0.719
O -0.992 -0.215 0.273
H -0.553 -0.736 0.974
C 2.407 3.575 -0.616
C 1.977 2.224 -1.184
C 3.211 1.403 -1.663
O 2.990 -0.019 -1.658
C 4.008 -0.668 -2.394
N 1.307 1.589 -0.114
H 2.972 3.446 0.307
H 1.550 4.209 -0.391
H 2.996 4.146 -1.334
H 1.361 2.237 -2.083
H 3.976 1.526 -0.897
H 3.647 1.937 -2.507
H 3.692 -0.751 -3.434
H 4.165 -1.714 -2.127
H 4.923 -0.076 -2.381
H 1.218 0.670 -0.523
H 1.937 1.239 0.593
C 0.846 4.653 3.511
C 0.610 3.340 2.683
C 0.147 2.123 3.593
O -0.276 0.985 2.750
C -0.661 -0.121 3.615
N -0.404 3.559 1.694
H 1.330 5.413 2.898
H 1.395 4.510 4.441
H -0.125 5.088 3.748
H 1.568 3.175 2.188
H -0.727 2.509 4.118
H 0.978 1.998 4.287
H -1.389 0.276 4.322
H 0.217 -0.535 4.111
H -1.223 -0.883 3.076
H -0.079 4.381 1.207
H -1.150 3.949 2.251
C 1.715 -2.875 2.473
C 2.059 -1.617 1.731
C 2.880 -0.589 2.460
O 3.131 0.664 1.842
C 3.883 1.595 2.699
N 2.813 -2.017 0.511
H 1.192 -2.835 3.429
H 2.500 -3.613 2.635
H 0.971 -3.445 1.916
H 1.133 -1.142 1.406
H 3.833 -1.110 2.554
H 2.444 -0.422 3.444
H 3.481 1.858 3.677
H 3.878 2.590 2.254
H 4.890 1.179 2.728
H 2.886 -1.271 -0.166
H 2.133 -2.584 0.025
C -4.127 -1.353 -1.412
C -3.947 -1.101 -2.920
C -4.963 -1.754 -3.946
O -4.428 -3.047 -4.301
C -4.024 -3.096 -5.670
N -3.959 0.342 -3.101
H -4.055 -2.429 -1.254
H -5.094 -1.031 -1.024
H -3.420 -0.919 -0.705
H -2.981 -1.487 -3.247
H -5.077 -1.094 -4.806
H -5.949 -1.876 -3.498
H -3.558 -4.042 -5.945
H -3.370 -2.251 -5.886
H -4.940 -3.057 -6.260
H -3.093 0.613 -2.656
H -4.549 0.906 -2.506
C 0.106 -1.166 -2.959
O 0.690 -1.759 -3.849
N -0.497 -1.810 -2.017
N -0.080 0.110 -3.014
H -0.751 -1.195 -1.257
H 0.026 -2.590 -1.647
H 0.364 0.547 -3.809
H -0.611 0.665 -2.358
C -2.667 -3.021 1.567
O -3.107 -4.070 1.986
N -3.316 -1.904 1.691
N -1.703 -2.867 0.800
H -2.765 -1.115 1.385
H -4.298 -1.961 1.920
H -1.404 -1.986 0.407
H -1.284 -3.768 0.619
*
```

***

Entry 4:
Density functional theory data (ωB97M-V with the def2-TZVPD basis set) for a structure of composition C16H17N3O2Ti.

Output
DFT total energy = -48543.282 eV
LUMO level (spin up / spin down) = -3.690 / -3.851 eV
frontier orbital gap (spin up / spin down) = 7.8 / 8.9 eV
<S²> = 0.76
M = 331.20 g/mol

Structure (ORCA input):
```
! wB97M-V def2-TZVPD RIJCOSX def2/J DEFGRID3
* xyz 1 2
Ti 0.063 0.276 0.310
O 1.384 3.894 -0.795
C 1.225 2.729 -0.563
N 0.028 2.028 -0.438
C -1.193 2.704 -0.453
O -1.390 3.884 -0.507
C -2.312 1.698 -0.389
C -3.573 2.030 -0.842
C -4.556 1.054 -0.853
C -4.229 -0.212 -0.387
C -2.948 -0.457 0.061
N -1.977 0.470 0.061
C 2.387 1.790 -0.363
C 3.661 2.181 -0.723
C 4.706 1.288 -0.554
C 4.424 0.041 -0.010
C 3.126 -0.268 0.336
N 2.099 0.580 0.160
H -3.751 3.040 -1.185
H -5.550 1.270 -1.220
H -4.960 -1.008 -0.372
H -2.685 -1.439 0.428
H 3.801 3.173 -1.129
H 5.716 1.553 -0.837
H 5.206 -0.687 0.147
H 2.893 -1.232 0.769
C -0.668 -3.531 0.647
C 0.258 -2.313 0.616
C 0.009 -1.485 1.922
C 0.128 -1.499 -0.702
H -0.467 -4.154 1.521
H -0.515 -4.138 -0.244
H -1.720 -3.244 0.681
H 1.277 -2.696 0.686
H -1.054 -1.290 2.086
H 0.593 -0.530 1.958
H 0.359 -2.055 2.778
H -0.775 -1.772 -1.248
H 0.983 -1.674 -1.352
*
```

***

What is the DFT total energy in the fourth record?
-48543.282 eV

***

Which of these has the highest M?
C44H47IrN4S3Si

***

The highest M belongs to which entry?
C44H47IrN4S3Si

***

The lowest M belongs to which entry?
C3H13N2